Entry 1:
The following is a quantum chemistry calculation of a 2-piece molecular cluster, C15H18O2 overall in a non-equilibrium geometry, from OMol25.

The SMILES is CCc1ccc(O)cc1.Cc1ccc(O)cc1. The maximum force is 4.93 eV/Å. The HOMO energy is -8.040 eV. As for the frontier orbital gap: 0.3199 Eh. As for the LUMO energy: 0.67 eV.

ORCA input file:
```
! RIJCOSX wB97M-V def2-TZVPD def2/J DEFGRID3
* xyz 0 1
C 2.5788 1.8581 -0.5186
C 1.3197 0.9962 -0.4925
C 1.4014 -0.1174 -1.5003
C 2.4019 -0.3100 -2.5119
C 2.3835 -1.4537 -3.2718
C 1.3026 -2.2826 -3.2287
O 1.2682 -3.5552 -3.8279
C 0.1448 -2.0938 -2.3854
C 0.2354 -0.9532 -1.5477
H 2.6673 2.3944 -1.4771
H 3.4207 1.2168 -0.5792
H 2.6534 2.5640 0.3114
H 1.2178 0.6097 0.4712
H 0.3967 1.5116 -0.7683
H 3.2351 0.4023 -2.5985
H 3.2372 -1.6822 -3.9500
H 2.0377 -3.5427 -4.6041
H -0.7561 -2.7509 -2.4011
H -0.5358 -0.7475 -0.8237
C -0.5236 -1.0548 3.4553
C -1.4017 -0.2398 2.6030
C -0.7997 0.7849 1.8985
C -1.5457 1.8215 1.3732
C -2.9157 1.6098 1.4450
O -3.8251 2.3167 0.7308
C -3.6155 0.5484 2.1492
C -2.7723 -0.4061 2.7308
H -1.1493 -1.7539 4.0292
H -0.1454 -0.3794 4.1415
H 0.3245 -1.5305 2.9730
H 0.2665 0.8715 1.5714
H -1.1745 2.8080 0.9583
H -3.4594 3.1899 0.2597
H -4.7029 0.4730 1.8903
H -3.1703 -1.1232 3.4953
*
```

=====

Entry 2:
The following is a quantum chemistry calculation of C43H32BrF2N11OSeTa as an isolated structure in a non-equilibrium geometry, from OMol25.

The maximum force is 2.70 eV/Å. The HOMO energy is -14.819 eV. As for the frontier orbital gap: 0.1893 Eh. As for the LUMO energy: -9.67 eV.

ORCA input file:
```
! RIJCOSX wB97M-V def2-TZVPD def2/J DEFGRID3
* xyz 3 1
Ta -0.5891 -0.8543 -0.6906
Br 6.3096 -0.8461 2.2399
C 4.6662 -1.3159 1.4147
C 3.7754 -2.1866 2.0509
C 2.5196 -2.4065 1.5257
C 2.0998 -1.7232 0.3765
O 0.8530 -1.7434 -0.0337
C 3.0427 -0.9322 -0.3363
C 2.7200 -0.2995 -1.5819
N 1.5216 -0.0306 -1.9865
C 1.3056 0.6435 -3.1945
C 2.2583 1.4130 -3.8421
C 1.9721 2.0600 -5.0483
C 0.7343 1.9498 -5.6263
C -0.2717 1.1816 -5.0010
C -1.5453 0.9894 -5.5751
C -2.4447 0.1623 -4.9517
C -2.0925 -0.4219 -3.7335
N -0.9373 -0.2151 -3.1274
C 0.0017 0.5369 -3.7583
C 4.3264 -0.7583 0.1963
H 4.0685 -2.6693 2.9693
H 1.8295 -3.0789 2.0151
H 3.5899 -0.0343 -2.1872
H 3.2447 1.5427 -3.4217
H 2.7443 2.6366 -5.5311
H 0.5149 2.4272 -6.5702
H -1.7886 1.4641 -6.5134
H -3.4145 -0.0414 -5.3768
H -2.7842 -1.0976 -3.2510
H 5.0407 -0.1419 -0.3288
N 0.7334 2.6725 -0.6541
C -0.5985 2.7574 -0.5882
N -1.0822 3.9664 -0.3931
C -2.4067 4.1037 -0.3553
N -2.9587 5.2815 -0.1559
N -3.2314 3.0462 -0.5435
C -2.6855 1.8774 -0.7143
N -1.3566 1.6228 -0.7352
C -3.6338 0.7708 -0.9234
C -4.9722 1.0806 -1.1639
C -5.8804 0.0533 -1.3495
C -5.4118 -1.2520 -1.2841
C -4.0622 -1.4664 -1.0548
N -3.1701 -0.4849 -0.8903
H 1.2483 3.5203 -0.4799
H 1.1944 1.8143 -0.9011
H -2.3909 6.1033 -0.0282
H -3.9638 5.3592 -0.1634
H -5.2627 2.1189 -1.1996
H -6.9188 0.2659 -1.5541
H -6.0764 -2.0890 -1.4246
H -3.6796 -2.4748 -1.0173
F -0.8380 -5.1582 -4.2276
C -1.1087 -4.7495 -2.9974
C -0.8531 -3.4212 -2.6576
C -1.1281 -2.9564 -1.3895
C -1.6464 -3.8294 -0.4138
C -1.9047 -5.1570 -0.8026
F -2.4383 -6.0242 0.0544
C -1.6482 -5.6279 -2.0776
C -1.9562 -3.2872 0.9176
C -2.4641 -4.0323 1.9875
C -2.8534 -3.3935 3.1511
C -2.7444 -2.0121 3.2392
C -2.1814 -1.3422 2.1705
N -1.7791 -1.9580 1.0630
H -0.4253 -2.7814 -3.4168
H -1.8524 -6.6558 -2.3362
H -2.5621 -5.1011 1.9245
H -3.2440 -3.9655 3.9775
H -3.0731 -1.4747 4.1123
H -2.0590 -0.2649 2.1934
C 1.0045 1.0511 5.1579
N 2.0250 1.3983 4.2073
C 1.9860 1.2420 2.8771
Se 0.4697 0.7324 1.9084
N 3.1499 1.6781 2.3535
C 3.9595 2.1613 3.3638
C 5.2109 2.7574 3.3647
C 5.7008 3.1739 4.5872
C 4.9757 2.9990 5.7681
C 3.7312 2.4012 5.7774
C 3.2301 1.9826 4.5513
H 0.1691 0.5805 4.6419
H 0.6495 1.9427 5.6735
H 1.4116 0.3679 5.9021
H 3.3860 1.6577 1.3752
H 5.7679 2.9070 2.4561
H 6.6617 3.6597 4.6299
H 5.3947 3.3551 6.6948
H 3.1712 2.2865 6.6903
*
```

=====

Entry 3:
The following is a quantum chemistry calculation of C8H4N2O as an isolated structure in a non-equilibrium geometry, from OMol25.

The maximum force is 17.04 eV/Å. The HOMO energy is -8.713 eV. As for the frontier orbital gap: 0.2622 Eh. As for the LUMO energy: -1.58 eV.

ORCA input file:
```
! RIJCOSX wB97M-V def2-TZVPD def2/J DEFGRID3
* xyz 0 1
C 1.3863 1.3007 0.0609
C 1.4816 -0.1067 -0.0721
C 0.3533 -0.9468 0.0021
C -0.8785 -0.5694 0.0550
C -2.1564 -1.2671 -0.0197
C -3.1755 -0.4729 -0.0278
C -2.6542 0.7071 -0.0376
C 2.7935 -0.6514 0.0592
H 0.9545 -1.9159 -0.1069
H -2.1039 -2.2401 0.4376
H -3.9767 -0.6562 -0.2305
H -3.0519 1.7388 0.0083
N 1.3275 2.5000 -0.0080
N 3.7889 -1.1374 -0.0554
O -1.3171 0.6968 0.0268
*
```

=====

Question: The lowest LUMO energy belongs to which entry?
Answer: C43H32BrF2N11OSeTa